The following is a quantum chemistry calculation of CH5N3O2S as an isolated structure, from the OMol25 dataset.

⟨S²⟩   2.013
ΔE to the lowest compared entry with this formula, charge and spin   107.7 kJ/mol
LUMO (spin up / spin down)   0.60 / -3.50 eV
Multiplicity   3
E_HOMO (spin up / spin down)   -6.35 / -9.59 eV
F_max   6.0 eV/A
Total energy   -20513.97392 eV

Geometry (Å):
C  -0.78163  0.25565  -0.11997
N  -0.64886  -0.74533  0.81356
N  -1.46549  1.33428  0.02628
N  0.10805  0.04895  -1.22314
O  1.90213  -1.32555  0.00468
O  1.68564  0.87800  0.88637
S  2.07441  0.05198  -0.21397
H  -1.07315  -0.45864  1.67287
H  0.11778  -1.35994  0.65086
H  -2.05516  1.34637  0.95187
H  -0.03276  -0.82767  -1.56635
H  0.16905  0.80190  -1.88305